Record 1
Molecular formula: C4H8NO2
Method: DFT, ωB97M-V with the def2-TZVPD basis set

charge	-1
E_HOMO	-1.9	eV
LUMO	4.312	eV

Cartesian coordinates (Å):
1 C -0.298 0.747 -0.499
2 C 0.479 -0.636 -0.841
3 C -0.987 0.013 0.699
4 C -0.357 -1.250 0.117
5 N 2.324 0.033 0.770
6 O 2.549 -1.017 1.777
7 O -0.710 -2.422 0.360
8 H 0.280 1.600 -0.392
9 H -0.966 1.051 -1.409
10 H 0.430 -0.877 -1.869
11 H 1.599 -0.495 -0.347
12 H -0.484 0.144 1.641
13 H -2.036 0.173 0.832
14 H 3.290 0.363 0.669
15 H 1.649 -1.221 1.891

Atoms 1-6, force components in eV/Å:
-1.1861 -1.6894 -2.4015
-0.8570 2.5692 -0.1907
1.6949 0.6461 -0.8070
-3.2490 -3.0961 0.4202
1.5660 1.0229 -0.0497
1.0770 -0.0011 -0.2424


Record 2
Molecular formula: C3H4P2
Method: DFT, ωB97M-V with the def2-TZVPD basis set

charge	0
E_HOMO	-8.1	eV
LUMO	-1.172	eV

Cartesian coordinates (Å):
1 C -1.040 0.721 -0.055
2 C 1.452 -0.168 0.235
3 C 0.251 0.843 0.148
4 P 1.544 2.195 0.597
5 P 3.264 0.912 0.811
6 H -1.511 -0.230 -0.245
7 H -1.688 1.581 -0.059
8 H 1.296 -0.962 0.963
9 H 1.691 -0.608 -0.733

Atoms 1-6, force components in eV/Å:
-0.0566 0.0540 -0.0854
0.1152 -0.4699 -0.0778
4.8838 0.3934 1.1424
0.2412 -0.0568 0.0645
-5.0563 0.1755 -1.0862
-0.0180 -0.2959 -0.0380


Record 3
Molecular formula: C56H64O22S5
Method: DFT, ωB97M-V with the def2-TZVPD basis set

charge	0
E_HOMO	-9.8	eV
SMILES string	O=C1C=CC(=O)C=C1.O=C1C=CC(=O)C=C1.O=C1C=CC(=O)C=C1.O=C1C=CC(=O)C=C1.O=C1C=CC(=O)C=C1.O=C1C=CC(=O)C=C1.O=S1(=O)CCCC1.O=S1(=O)CCCC1.O=S1(=O)CCCC1.O=S1(=O)CCCC1.O=S1(=O)CCCC1
LUMO	-1.659	eV

Cartesian coordinates (Å):
1 O 17.619 11.044 20.264
2 C 16.501 11.499 20.350
3 C 15.697 11.851 19.119
4 C 14.417 12.162 19.130
5 C 13.751 12.420 20.407
6 O 12.594 12.797 20.539
7 C 14.534 12.233 21.654
8 C 15.845 11.826 21.639
9 H 16.256 11.753 18.169
10 H 13.873 12.239 18.178
11 H 13.999 12.318 22.613
12 H 16.407 11.767 22.586
13 O 22.190 15.805 17.186
14 C 22.040 16.853 16.592
15 C 23.033 17.273 15.586
16 C 22.897 18.427 14.917
17 C 21.715 19.339 15.183
18 O 21.527 20.338 14.617
19 C 20.738 18.879 16.293
20 C 20.903 17.705 16.930
21 H 23.901 16.605 15.456
22 H 23.616 18.776 14.224
23 H 19.930 19.545 16.471
24 H 20.279 17.534 17.806
25 O 17.539 20.938 9.240
26 C 17.003 20.078 9.956
27 C 17.656 18.844 10.225
28 C 16.957 17.826 10.708
29 C 15.497 17.927 11.159
30 O 14.974 17.067 11.758
31 C 14.809 19.188 10.919
32 C 15.526 20.221 10.415
33 H 18.669 18.696 9.884
34 H 17.402 16.859 10.835
35 H 13.736 19.215 11.144
36 H 14.975 21.130 10.215
37 O 16.463 23.199 16.767
38 C 16.462 22.294 15.995
39 C 15.312 21.371 15.824
40 C 15.584 20.125 15.450
41 C 16.841 19.673 14.791
42 O 16.914 18.630 14.218
43 C 17.964 20.709 14.798
44 C 17.681 21.932 15.277
45 H 14.293 21.680 16.075
46 H 14.728 19.464 15.398
47 H 18.830 20.394 14.192
48 H 18.419 22.765 15.156
49 O 12.806 18.470 13.874
50 C 12.133 17.477 14.092
51 C 11.154 17.500 15.166
52 C 10.501 16.427 15.572
53 C 10.475 15.157 14.797
54 O 9.729 14.263 15.060
55 C 11.378 15.184 13.600
56 C 12.158 16.229 13.317
57 H 11.110 18.363 15.828
58 H 9.873 16.438 16.471
59 H 11.313 14.329 12.962
60 H 12.866 16.309 12.565
61 O 16.249 18.211 17.364
62 C 15.390 17.342 17.362
63 C 14.799 16.804 16.060
64 C 14.050 15.690 16.046
65 C 13.489 15.131 17.293
66 O 12.657 14.236 17.259
67 C 14.024 15.731 18.574
68 C 14.896 16.765 18.630
69 H 15.180 17.159 15.097
70 H 13.924 15.193 15.064
71 H 13.714 15.360 19.528
72 H 15.280 17.103 19.571
73 O 14.627 12.796 15.578
74 S 14.349 11.782 14.580
75 O 13.697 12.129 13.331
76 C 15.816 10.826 14.170
77 C 15.602 9.396 14.632
78 C 14.663 9.482 15.841
79 C 13.535 10.481 15.464
80 H 16.606 11.263 14.732
81 H 15.954 10.855 13.089
82 H 14.981 8.929 13.897
83 H 16.527 8.832 14.736
84 H 15.117 9.918 16.733
85 H 14.209 8.518 15.894
86 H 13.008 10.923 16.339
87 H 12.810 10.023 14.811
88 O 18.484 13.839 18.002
89 S 19.154 14.626 19.008
90 O 19.283 16.041 18.867
91 C 18.490 14.295 20.654
92 C 19.694 14.423 21.600
93 C 21.070 14.362 20.800
94 C 20.766 13.914 19.367
95 H 18.103 13.245 20.547
96 H 17.747 15.058 21.001
97 H 19.708 15.347 22.223
98 H 19.671 13.568 22.278
99 H 21.929 13.855 21.203
100 H 21.492 15.372 20.733
101 H 20.400 12.872 19.356
102 H 21.511 14.031 18.625
103 O 12.321 9.874 18.623
104 S 11.011 9.770 18.041
105 O 10.833 9.014 16.826
106 C 9.688 9.206 19.122
107 C 8.563 10.232 18.903
108 C 9.156 11.606 18.668
109 C 10.370 11.379 17.715
110 H 10.083 9.134 20.171
111 H 9.440 8.196 18.828
112 H 7.903 9.900 18.112
113 H 7.923 10.264 19.733
114 H 9.397 12.023 19.679
115 H 8.577 12.349 18.139
116 H 11.196 12.069 17.831
117 H 10.128 11.339 16.691
118 O 19.547 16.031 11.793
119 S 19.841 15.529 13.169
120 O 21.044 15.905 13.862
121 C 18.364 15.818 14.186
122 C 18.166 14.562 15.013
123 C 18.533 13.403 14.111
124 C 19.644 13.694 13.207
125 H 17.545 16.150 13.478
126 H 18.495 16.728 14.786
127 H 18.894 14.571 15.747
128 H 17.264 14.616 15.598
129 H 17.681 13.092 13.527
130 H 18.854 12.510 14.613
131 H 19.297 13.307 12.216
132 H 20.688 13.391 13.562
133 O 17.135 17.265 20.681
134 S 17.924 18.495 20.728
135 O 18.988 18.575 21.706
136 C 18.501 18.894 19.064
137 C 17.672 20.156 18.676
138 C 16.356 20.175 19.572
139 C 16.774 19.765 20.987
140 H 18.172 18.085 18.484
141 H 19.572 18.941 19.037
142 H 18.229 21.041 18.949
143 H 17.374 20.166 17.631
144 H 15.621 19.567 19.118
145 H 15.811 21.151 19.675
146 H 16.043 19.482 21.692
147 H 17.309 20.586 21.450

Atoms 1-6, force components in eV/Å:
-0.0445 -0.2146 0.0645
-0.5833 1.0155 -0.3820
1.7208 -0.8416 -0.5813
-0.6586 0.1621 -0.7836
-1.1786 0.0035 1.0175
0.4632 -0.1483 -0.6398


Record 4
Molecular formula: C28H19I2N4O2PS3V
Method: DFT, ωB97M-V with the def2-TZVPD basis set

charge	-2
E_HOMO (alpha / beta)	-1.2 / -1.1	eV
expectation value of S²	0.79
spin multiplicity	2
LUMO (alpha / beta)	3.819 / 3.819	eV

Cartesian coordinates (Å):
1 V -2.455 1.018 0.068
2 O -2.121 1.013 4.045
3 C -1.592 0.960 2.987
4 O -2.239 0.997 1.832
5 C -0.072 0.857 2.898
6 C 0.587 0.866 4.126
7 C 1.968 0.833 4.204
8 C 2.713 0.789 3.035
9 C 2.062 0.762 1.816
10 C 0.659 0.791 1.718
11 P -0.083 0.805 -0.012
12 C 0.677 -0.735 -0.719
13 C 0.613 -1.000 -2.090
14 C 1.151 -2.173 -2.620
15 C 1.747 -3.113 -1.792
16 C 1.756 -2.898 -0.423
17 C 1.217 -1.726 0.107
18 C 0.994 2.141 -0.709
19 C 1.076 3.353 -0.018
20 C 1.809 4.416 -0.531
21 C 2.490 4.279 -1.738
22 C 2.439 3.071 -2.416
23 C 1.691 2.011 -1.903
24 H -0.029 0.916 5.014
25 H 2.463 0.857 5.169
26 H 3.799 0.792 3.073
27 H 2.644 0.729 0.906
28 H 0.114 -0.304 -2.743
29 H 1.074 -2.358 -3.688
30 H 2.165 -4.027 -2.207
31 H 2.160 -3.652 0.245
32 H 1.218 -1.591 1.176
33 H 0.556 3.474 0.915
34 H 1.837 5.358 0.009
35 H 3.051 5.115 -2.148
36 H 2.971 2.948 -3.356
37 H 1.663 1.081 -2.451
38 S -2.153 1.179 -2.281
39 C -1.675 2.848 -2.514
40 C -1.124 3.199 -3.823
41 N -0.664 3.433 -4.856
42 C -1.779 3.782 -1.544
43 S -2.299 3.431 0.063
44 C -1.393 5.168 -1.829
45 N -1.095 6.264 -2.022
46 C -1.398 -5.526 2.354
47 C -1.374 -4.735 1.068
48 C -0.728 -5.220 -0.063
49 C -0.775 -4.406 -1.177
50 N -1.385 -3.221 -1.207
51 C -2.017 -2.814 -0.073
52 S -3.014 -1.360 -0.096
53 N -2.004 -3.562 1.076
54 H -1.546 -6.591 2.158
55 H -2.197 -5.154 2.993
56 H -0.448 -5.413 2.888
57 H -0.229 -6.185 -0.072
58 H -0.303 -4.722 -2.109
59 I -5.023 1.319 -0.532
60 I -8.148 1.627 -0.182

Atoms 1-6, force components in eV/Å:
-1.6396 0.3105 -0.7142
-1.0018 0.0918 1.6061
0.9094 -0.0771 -2.1819
0.3769 0.0846 2.0216
-0.4424 -0.0224 -0.0876
0.1764 0.0184 0.1665


Record 5
Molecular formula: C4H7N2
Method: DFT, ωB97M-V with the def2-TZVPD basis set

charge	+1
E_HOMO	-14.4	eV
SMILES string	Cc1c[nH]c[nH+]1
LUMO	-3.493	eV

Cartesian coordinates (Å):
1 C -1.225 -0.703 1.299
2 C -0.043 -0.295 0.459
3 C 0.537 -0.903 -0.614
4 N 1.103 0.072 -1.395
5 C 0.844 1.276 -0.885
6 N 0.105 1.077 0.192
7 H -1.347 -0.099 2.198
8 H -2.097 -0.552 0.662
9 H -1.188 -1.753 1.565
10 H 0.601 -1.957 -0.839
11 H 1.454 -0.069 -2.333
12 H 1.369 2.154 -1.219
13 H -0.115 1.753 0.911

Atoms 1-6, force components in eV/Å:
0.4322 -0.1339 -0.0966
-1.4333 0.7091 -1.2665
0.1114 -0.4421 0.6684
-0.2390 0.0621 -0.3803
0.5641 -0.5526 -0.0462
0.6283 -0.2660 1.1243


Record 6
Molecular formula: C2H4FN3
Method: DFT, ωB97M-V with the def2-TZVPD basis set

charge	0
E_HOMO (alpha / beta)	-9.2 / -8.7	eV
LUMO (alpha / beta)	0.178 / -0.380	eV

Cartesian coordinates (Å):
1 C -0.297 1.298 -0.048
2 C -0.008 -0.228 -0.207
3 N -1.375 1.752 0.269
4 N -1.011 -0.837 0.679
5 N -2.222 -0.324 0.586
6 F -2.754 -0.223 -0.686
7 H 0.693 1.934 -0.355
8 H -0.378 -0.397 -1.167
9 H 1.015 -0.739 0.029
10 H -0.748 -0.698 1.631

Atoms 1-6, force components in eV/Å:
4.0061 1.1362 -0.8674
0.3195 -1.2439 2.3978
-0.8884 -0.0914 0.6094
0.4285 -0.1193 -2.4019
-0.8667 1.9224 1.6339
1.0720 -1.0935 -0.3749


Question: Among the records above, which one has the lowest charge?
Answer: C28H19I2N4O2PS3V


Question: Look up the charge of the fourth one.
Answer: -2


Question: Among the records above, which one has the highest charge?
Answer: C4H7N2